The following is a DFT calculation (ωB97M-V with the def2-TZVPD basis set) of a gas-phase ion, C4H9N2O (charge +1) in a non-equilibrium geometry.

XYZ file:
```
16
Properties=species:S:1:pos:R:3:forces:R:3:mulliken_charge:R:1
C -1.355 -0.497 2.132 -10.61 0.57 3.20 -0.993
C -0.098 -0.555 1.809 10.71 -0.51 -6.68 -0.238
C -0.463 0.161 -1.675 3.96 3.92 -1.21 0.140
C 0.553 -0.623 0.438 -0.15 -0.65 0.82 -0.265
N 0.540 1.124 -2.000 -0.44 -0.48 1.02 -0.136
N -0.424 -0.636 -0.664 1.31 1.07 -0.15 -0.117
O 1.830 1.389 -1.344 -2.07 -0.92 -0.83 -0.428
H -1.442 -0.485 3.224 -1.38 0.00 -0.65 0.303
H -2.126 -0.628 1.376 -0.33 -0.03 0.87 0.333
H 0.652 -0.510 2.472 2.40 0.05 2.70 0.486
H -1.243 0.313 -2.416 -0.32 -0.89 0.25 0.369
H 1.225 -1.503 0.379 -0.63 -0.23 -0.19 0.309
H 1.298 0.131 0.246 -0.15 0.55 0.10 0.281
H 0.484 1.769 -2.828 -0.37 -1.22 1.21 0.270
H -1.084 -1.348 -0.621 -1.63 -1.31 0.03 0.298
H 1.654 1.896 -0.527 -0.30 0.09 -0.51 0.389
```
Forces are in eV/Å.

Its expectation value of S² is 2.0057. The largest force on an atom is 12.6 eV Å⁻¹. The total energy is -9306.53561 eV. The net charge is +1. The calculation puts the LUMO energy (spin up / spin down) at -4.002 / -6.246 eV. Its spin multiplicity is 3. The HOMO-LUMO gap (spin up / spin down) is 5.1 / 9.0 eV.

---

The following is a DFT calculation (ωB97M-V with the def2-TZVPD basis set) of 2 unconnected molecules or ions with the total composition C4H9N2O in a non-equilibrium geometry.

XYZ file:
```
16
Properties=species:S:1:pos:R:3:forces:R:3:mulliken_charge:R:1
C -0.053 2.733 2.360 -1.24 -1.00 0.48 -0.732
C -0.672 1.647 1.974 -2.07 -0.48 1.90 0.267
C 1.083 -1.411 -2.211 1.08 1.40 0.36 -0.611
C -1.125 0.117 0.265 -0.55 -0.87 1.55 -0.289
N -0.746 -2.655 -1.780 -0.20 1.17 0.08 -0.483
N -0.324 -1.523 -1.829 1.09 -2.09 0.18 0.376
O -0.383 1.080 0.747 -0.43 -0.97 -0.40 -0.169
H -0.469 3.222 3.190 -0.17 0.41 1.26 0.242
H 0.786 3.137 1.942 1.85 1.05 -1.47 0.312
H -1.511 1.205 2.670 1.53 0.54 -2.09 0.192
H 1.595 -0.693 -1.418 -0.74 -1.67 -1.98 0.258
H 0.928 -0.933 -3.202 1.15 -0.11 0.46 0.312
H 1.465 -2.483 -2.295 -0.06 1.86 0.24 0.351
H -1.860 -0.451 0.979 1.36 1.23 -1.44 0.208
H -0.769 -0.313 -0.682 -0.50 0.61 0.56 0.491
H -1.708 -2.686 -1.563 -2.10 -1.08 0.32 0.273
```
Forces are in eV/Å.

Its expectation value of S² is 2.0107. The largest force on an atom is 2.9 eV Å⁻¹. The total energy is -9306.95001 eV. The net charge is +1. The calculation puts the LUMO energy (spin up / spin down) at -6.301 / -7.429 eV. Its spin multiplicity is 3. The HOMO-LUMO gap (spin up / spin down) is 4.7 / 6.4 eV.

---

The following is a DFT calculation (ωB97M-V with the def2-TZVPD basis set) of a molecular structure, C4H9N2O2 in a non-equilibrium geometry.

XYZ file:
```
17
Properties=species:S:1:pos:R:3:forces:R:3:mulliken_charge:R:1
C 0.060 0.296 -0.208 0.06 6.56 2.33 0.144
C 1.394 0.036 0.458 -0.16 -1.12 -0.30 -0.416
C 2.480 0.277 -0.607 1.97 -0.49 -1.14 -0.389
O 3.723 0.194 -0.134 -0.76 0.24 0.40 -0.777
N -1.091 0.817 0.542 2.01 -0.89 -1.68 -0.326
C -2.088 -0.254 0.376 -2.76 -2.79 2.35 0.014
N -1.298 -1.403 -0.502 -6.04 -1.85 -0.29 -0.879
O -3.259 0.169 0.077 1.00 -0.03 -1.05 -0.729
H 0.217 0.948 -1.111 -0.12 -1.37 0.10 0.223
H -0.503 -0.887 -0.533 4.54 0.41 -1.21 0.541
H 1.530 0.777 1.260 -0.31 -0.32 0.11 0.243
H 1.641 -0.978 0.805 -0.54 0.35 0.25 0.238
H 2.378 -0.662 -1.397 -0.80 2.20 0.64 0.151
H 2.269 1.364 -1.006 -0.14 -1.50 -0.41 0.207
H -1.664 1.625 0.218 1.31 -0.61 -0.60 0.291
H -2.107 -0.906 1.264 0.01 0.46 0.95 0.163
H -1.251 -2.211 0.141 0.74 0.74 -0.47 0.301
```
Forces are in eV/Å.

The largest force on an atom is 7.0 eV Å⁻¹. The total energy is -11362.67148 eV. The net charge is -1. The calculation puts the LUMO energy at 1.587 eV. The HOMO-LUMO gap is 5.3 eV.

---

The following is a DFT calculation (ωB97M-V with the def2-TZVPD basis set) of 2 unconnected molecules or ions with the total composition C4H9N2O2 in a non-equilibrium geometry.

XYZ file:
```
17
Properties=species:S:1:pos:R:3:forces:R:3:mulliken_charge:R:1
C 1.348 -0.491 0.458 1.03 -1.95 -2.63 -1.146
C -1.179 -0.669 0.738 -0.93 2.77 0.26 -1.345
C -0.245 0.840 -1.092 0.62 2.99 2.36 -1.269
C 0.030 0.069 0.249 -2.10 2.11 -0.46 1.027
N 0.083 1.574 2.013 -0.52 -2.90 -0.94 -0.756
N 0.322 2.758 1.735 -0.28 1.14 0.44 1.182
O 0.177 3.565 2.693 0.12 0.75 0.72 -0.770
O 0.657 3.191 0.618 0.45 0.17 -1.24 -0.701
H 1.927 -0.408 -0.540 -0.45 -0.24 1.59 0.256
H 1.864 0.003 1.218 1.04 0.80 1.18 0.302
H 1.274 -1.576 0.733 0.20 0.64 -0.23 0.259
H -1.994 0.061 0.421 0.31 -1.64 0.40 0.255
H -1.291 -0.760 1.816 0.48 0.25 0.34 0.351
H -1.274 -1.663 0.380 -0.27 -1.04 -0.99 0.364
H -1.317 1.277 -1.203 1.91 -0.78 0.42 0.306
H 0.533 1.728 -1.164 -1.77 -1.49 0.40 0.254
H -0.012 0.272 -1.932 0.18 -1.59 -1.63 0.430
```
Forces are in eV/Å.

The largest force on an atom is 3.9 eV Å⁻¹. The total energy is -11363.79020 eV. The net charge is -1. The calculation puts the LUMO energy (spin up / spin down) at 3.673 / 3.742 eV. The HOMO-LUMO gap (spin up / spin down) is 7.3 / 6.9 eV.

---

The following is a DFT calculation (ωB97M-V with the def2-TZVPD basis set) of a gas-phase ion, C4H9N2O2 (charge -1) in a non-equilibrium geometry.

XYZ file:
```
17
Properties=species:S:1:pos:R:3:forces:R:3:mulliken_charge:R:1
N 2.908 0.501 -0.578 -0.78 0.26 -3.36 -0.785
C 1.672 -0.217 -0.774 0.98 -1.39 -4.69 -0.581
C 0.763 -0.107 0.416 -1.14 0.87 3.17 0.426
N -0.302 -1.083 0.433 0.79 2.25 1.35 -0.281
C -1.592 -0.656 -0.085 2.60 -2.87 1.40 -0.385
C -2.505 0.408 0.662 -2.34 3.20 1.10 -0.097
O -3.606 0.831 -0.120 3.69 -1.65 2.38 -0.720
O 1.786 0.025 1.505 -2.79 -1.71 -0.36 -0.591
H 2.531 0.301 0.911 0.70 0.38 0.28 0.480
H 3.105 0.970 -1.550 -0.46 -0.64 2.63 0.160
H 1.006 0.004 -1.672 0.79 0.68 0.54 0.289
H 1.817 -1.305 -1.070 0.13 0.58 1.35 0.258
H 0.373 0.945 0.425 -0.36 -0.65 -0.46 -0.077
H -2.119 -1.598 -0.175 -0.56 0.10 -0.19 0.332
H -1.354 -0.251 -0.998 -0.10 1.55 -2.44 0.283
H -2.786 -0.032 1.718 0.28 0.38 -1.81 0.183
H -1.696 1.263 0.953 -1.45 -1.36 -0.90 0.107
```
Forces are in eV/Å.

The largest force on an atom is 5.0 eV Å⁻¹. The total energy is -11362.34603 eV. The net charge is -1. The calculation puts the LUMO energy at 0.741 eV. The HOMO-LUMO gap is 4.3 eV.

---

The following is a DFT calculation (ωB97M-V with the def2-TZVPD basis set) of a molecular structure, C4H9N2O2 in a non-equilibrium geometry.

XYZ file:
```
17
Properties=species:S:1:pos:R:3:forces:R:3:mulliken_charge:R:1
N 0.763 -1.208 -2.303 0.31 0.29 0.83 -0.523
C 0.844 -1.065 -0.876 -0.76 0.22 -1.20 -0.245
C -0.299 -0.940 -0.028 -3.50 -1.98 1.06 0.543
N -0.058 -0.544 1.435 0.40 0.63 -2.01 -0.318
C -0.327 0.897 1.455 -1.32 -1.49 -1.54 -0.236
C -1.530 1.429 1.156 -0.12 0.31 1.63 -0.363
O 1.718 1.894 -0.037 0.39 0.15 -0.33 -0.462
O -1.463 -0.958 -0.495 0.80 -0.53 0.86 -0.662
H 2.199 2.683 0.272 -0.11 -0.02 0.13 0.287
H -0.016 -1.689 -2.719 -0.49 0.22 0.41 0.248
H 1.000 -0.354 -2.796 -0.02 -0.36 0.03 0.225
H 0.225 0.050 -0.540 3.18 0.99 -1.33 0.062
H 1.793 -1.418 -0.515 0.31 1.15 0.88 0.379
H -0.638 -1.077 2.068 -0.39 0.11 -0.29 0.326
H 0.541 1.441 1.067 0.56 0.67 1.28 0.217
H -1.723 2.473 1.428 0.43 -0.01 -0.98 0.272
H -2.423 0.869 0.879 0.32 -0.32 0.59 0.252
```
Forces are in eV/Å.

Its expectation value of S² is 0.7569. The largest force on an atom is 4.2 eV Å⁻¹. The total energy is -11361.76912 eV. The net charge is 0. The calculation puts the LUMO energy (spin up / spin down) at 0.670 / -2.578 eV. Its spin multiplicity is 2. The HOMO-LUMO gap (spin up / spin down) is 9.6 / 6.3 eV.